No. 1
DFT (ωB97M-V with the def2-TZVPD basis set) results for a molecular structure, C19H30Cl2N3O3Sr in a non-equilibrium geometry.

## Properties
energy relative to the best compared isomer or geometry (same formula, charge and spin)	0.0	kJ/mol
molar mass	506.99	g mol⁻¹
HOMO-LUMO gap (alpha / beta)	5.4 / 2.6	eV
total charge	-1
electronic energy	-56685.418	eV

Atoms and positions in Å:
O: -1.59480 -1.03879 -1.72329
C: -0.89511 -2.04258 -2.00137
C: -1.43135 -3.11427 -2.83362
C: -2.80948 -3.39499 -2.75496
H: -3.37585 -2.97077 -1.91963
C: -3.41268 -4.17238 -3.74102
H: -4.48390 -4.35067 -3.68544
C: -2.65075 -4.66797 -4.81083
H: -3.13970 -5.22558 -5.61540
C: -1.25259 -4.49105 -4.81811
H: -0.64832 -4.94690 -5.60476
C: -0.64365 -3.72210 -3.82821
H: 0.43517 -3.53213 -3.80072
H: 0.15880 -2.07209 -1.68601
C: 1.39023 -4.24570 -0.22673
C: 2.02979 -3.30821 0.66260
H: 1.59772 -5.27383 0.12966
H: 1.73734 -4.16800 -1.28321
H: 0.29920 -4.07959 -0.19393
C: 2.45382 -2.13245 1.00680
C: 3.33589 -1.84176 2.20420
H: 2.22225 -1.22509 0.43662
H: 3.87364 -2.73883 2.52857
H: 2.74016 -1.47147 3.05273
H: 4.04845 -1.05251 1.92827
Sr: -1.04625 0.63947 -0.14432
Cl: -1.26528 -1.75236 1.65120
Cl: 1.55799 0.06855 -1.27252
C: -0.88110 0.94756 3.06437
O: -0.80577 1.71344 2.08972
N: -0.47882 1.23985 4.29104
C: 0.02329 2.58201 4.57514
C: -0.61801 0.28176 5.38419
H: -1.28697 -0.08213 2.93479
H: 0.27850 3.07127 3.62682
H: 0.90246 2.50170 5.22632
H: -0.74508 3.17593 5.09444
H: -0.85497 -0.69769 4.94762
H: -1.43155 0.57775 6.06591
H: 0.31754 0.22265 5.95534
H: 2.90499 4.72581 -0.01503
H: 3.06360 4.65854 -2.95292
C: 2.77592 3.64955 -0.20053
C: 2.94421 3.59094 -2.70411
N: 2.13901 3.41552 -1.49717
H: 2.16220 3.21306 0.59515
C: 0.84419 3.07324 -1.58887
O: 0.07021 2.92252 -0.62593
H: 2.42801 3.08470 -3.52856
H: 0.49223 2.91001 -2.63287
H: 3.78370 3.20570 -0.19019
H: 3.94624 3.14403 -2.57099
C: -3.63481 4.64254 0.69757
C: -3.32792 3.35853 0.10167
N: -3.10580 2.31326 -0.35416
H: -4.39162 4.50216 1.47940
H: -4.01701 5.31639 -0.08201
H: -2.72764 5.06342 1.15726

***

No. 2
DFT (ωB97M-V with the def2-TZVPD basis set) results for 6 unconnected molecules or ions with the total composition C19H30INO19PS in a non-equilibrium geometry.

## Properties
molar mass	766.38	g mol⁻¹
HOMO-LUMO gap	5.1	eV
total charge	+1
electronic energy	-88799.728	eV

Atoms and positions in Å:
C: -0.45934 1.41420 1.37767
N: -0.00667 2.57953 0.55177
C: -0.57323 2.41761 -0.82198
C: -0.36607 3.86382 1.14996
O: 0.41187 4.37802 1.98594
C: -1.73653 4.67438 0.85927
S: -2.99728 3.96258 2.05957
I: -4.18489 5.86658 3.02258
P: -4.46460 2.77757 0.96355
O: -4.04387 1.31146 0.87551
O: -5.86733 2.81997 1.94725
O: -4.73886 3.40518 -0.58192
H: -0.34365 0.44807 0.78529
H: -1.56658 1.53611 1.62875
H: 0.12499 1.34880 2.35061
H: -0.29615 1.37708 -1.19957
H: -1.70594 2.58177 -0.87228
H: -0.02821 3.16084 -1.50612
H: -2.08305 4.60344 -0.22480
H: -1.50167 5.77038 1.12395
H: -6.35501 3.62806 1.65723
H: -4.07505 3.06520 -1.22818
C: 3.16375 0.26746 0.17547
C: 3.52130 0.75887 -1.19459
O: 2.98456 -0.24619 -2.04486
C: 1.98615 -0.86216 -1.35834
O: 1.21668 -1.64178 -1.83948
O: 1.97249 -0.47757 -0.05246
H: 2.98380 1.08288 0.87754
H: 3.92291 -0.39966 0.59298
H: 3.04653 1.71517 -1.43382
H: 4.59851 0.85326 -1.33600
C: 0.26177 9.56093 1.71863
C: 0.64884 10.03774 0.35175
O: 0.11129 9.03226 -0.50042
C: -0.90461 8.43734 0.17251
O: -1.67937 7.66156 -0.31863
O: -0.93570 8.83061 1.47302
H: 0.08108 10.38276 2.41218
H: 1.00443 8.88622 2.15344
H: 0.19178 10.99799 0.09749
H: 1.72930 10.11625 0.22776
C: 0.78441 -4.68598 -1.65292
C: -0.40672 -5.52674 -1.31086
O: 0.14314 -6.83739 -1.21459
C: 1.46639 -6.69642 -0.93757
O: 2.19262 -7.59789 -0.62786
O: 1.86167 -5.39975 -1.05568
H: 0.71370 -3.67686 -1.24688
H: 0.95696 -4.62336 -2.73130
H: -0.84708 -5.25681 -0.34919
H: -1.17962 -5.48584 -2.07746
C: -5.17617 -4.41257 -1.53339
C: -5.09404 -3.23001 -2.45106
O: -3.90244 -2.57907 -2.02741
C: -3.12707 -3.51773 -1.42065
O: -1.98739 -3.34656 -1.09651
O: -3.81199 -4.67647 -1.23064
H: -5.64345 -5.27682 -2.00669
H: -5.70697 -4.18628 -0.60436
H: -4.98470 -3.52038 -3.49984
H: -5.95467 -2.56689 -2.35515
C: 4.96172 -7.55845 1.44389
C: 5.27029 -6.15252 1.02878
O: 6.36528 -5.80500 1.86750
C: 6.96807 -6.96711 2.24342
O: 8.01744 -7.02862 2.81385
O: 6.22274 -8.04733 1.88536
H: 4.57788 -8.16094 0.62040
H: 4.25442 -7.60357 2.27698
H: 5.58824 -6.08456 -0.01555
H: 4.42903 -5.47667 1.18720